{"formula": "C25H23N3O2S", "method": "wB97M-V/def2-TZVPD", "multiplicity": 1, "total_energy_ev": -45699.73762, "e_homo_ev": -8.436, "mol_weight_g_mol": 429.54, "total_charge": 0, "smiles": "COc1ccc(-c2c(C#N)c(SCC(=O)Nc3ccccc3)nc3c2CCCC3)cc1", "de_lowest_ev": 0.491, "symbols": ["C", "O", "C", "C", "C", "C", "C", "C", "C", "N", "C", "S", "C", "C", "O", "N", "C", "C", "C", "C", "C", "C", "N", "C", "C", "C", "C", "C", "C", "C", "C", "H", "H", "H", "H", "H", "H", "H", "H", "H", "H", "H", "H", "H", "H", "H", "H", "H", "H", "H", "H", "H", "H", "H"], "xyz": [[1.8695, -3.8624, -6.5599], [2.6666, -3.7658, -5.4043], [2.2057, -3.0385, -4.3530], [3.0250, -3.0153, -3.2221], [2.6494, -2.3126, -2.1001], [1.4549, -1.5947, -2.0814], [1.0501, -0.8621, -0.8680], [0.8566, -1.5838, 0.3161], [1.0221, -2.9827, 0.3567], [1.1529, -4.1214, 0.4032], [0.4564, -0.8769, 1.4612], [0.1324, -1.7326, 2.9525], [-0.5129, -0.3417, 3.9274], [-1.6006, 0.3892, 3.1433], [-2.3988, -0.1902, 2.4482], [-1.6004, 1.7288, 3.3943], [-2.4113, 2.7212, 2.8315], [-3.4327, 2.4441, 1.9278], [-4.1810, 3.4810, 1.4004], [-3.9298, 4.7935, 1.7624], [-2.9162, 5.0704, 2.6647], [-2.1605, 4.0436, 3.1963], [0.3012, 0.4312, 1.4664], [0.4962, 1.1252, 0.3489], [0.8632, 0.5240, -0.8547], [1.0801, 1.3402, -2.0977], [1.3555, 2.8042, -1.7727], [0.2604, 3.3275, -0.8517], [0.3356, 2.6105, 0.4902], [0.6433, -1.6188, -3.2070], [1.0054, -2.3359, -4.3331], [2.4237, -4.4997, -7.2471], [1.7120, -2.8830, -7.0236], [0.9006, -4.3227, -6.3421], [3.9500, -3.5684, -3.2481], [3.2904, -2.3078, -1.2309], [-0.9443, -0.7951, 4.8207], [0.3177, 0.3086, 4.1980], [-0.8672, 2.0849, 3.9911], [-3.6294, 1.4246, 1.6433], [-4.9703, 3.2570, 0.6985], [-4.5193, 5.5961, 1.3461], [-2.7112, 6.0899, 2.9558], [-1.3672, 4.2629, 3.8982], [1.9027, 0.9104, -2.6744], [0.1822, 1.2809, -2.7205], [1.3900, 3.3840, -2.6965], [2.3250, 2.8985, -1.2784], [0.3650, 4.4027, -0.6972], [-0.7150, 3.1488, -1.3091], [-0.5563, 2.8131, 1.0846], [1.1945, 2.9808, 1.0599], [-0.3005, -1.0937, -3.1971], [0.3415, -2.3419, -5.1831]], "forces_ev_per_a": [[-0.148, -0.008, -0.207], [0.141, 0.064, 0.336], [0.059, 0.058, 0.165], [-0.012, -0.088, -0.210], [-0.056, 0.083, -0.153], [-0.033, -0.018, -0.222], [-0.095, -0.018, 0.419], [-0.168, 1.144, 0.002], [-0.004, -0.555, 0.039], [0.049, -0.353, 0.055], [0.141, -0.008, -0.037], [-0.124, -0.094, 0.386], [0.261, -0.448, -0.503], [0.083, 0.003, 0.478], [-0.200, -0.025, -0.083], [-0.004, 0.378, 0.356], [-0.211, 0.075, -0.048], [0.003, -0.242, -0.064], [0.036, 0.168, 0.036], [-0.108, 0.089, -0.088], [0.031, 0.001, 0.007], [0.010, -0.082, -0.006], [0.240, -0.126, 0.014], [0.100, -0.095, -0.173], [-0.026, -0.192, 0.029], [0.163, 0.208, -0.064], [-0.279, -0.031, -0.129], [0.261, 0.064, 0.117], [-0.118, 0.179, -0.196], [0.125, -0.007, 0.252], [0.031, -0.162, -0.336], [-0.079, 0.054, 0.017], [-0.004, -0.041, 0.031], [0.035, 0.030, -0.005], [0.117, -0.071, -0.002], [0.059, -0.028, 0.077], [0.006, 0.026, 0.002], [-0.120, 0.066, 0.050], [-0.056, -0.197, -0.155], [-0.002, -0.035, 0.009], [-0.066, -0.032, -0.056], [-0.052, 0.070, -0.033], [0.022, 0.077, 0.029], [0.080, 0.022, 0.075], [-0.096, 0.005, -0.025], [0.056, 0.009, -0.104], [0.074, 0.000, 0.008], [0.077, 0.032, -0.005], [-0.084, 0.002, -0.018], [-0.066, 0.041, -0.040], [0.079, -0.040, 0.031], [-0.019, 0.007, 0.043], [-0.081, 0.071, -0.009], [-0.028, -0.028, -0.092]], "mulliken_charge": [-0.831, -0.455, 0.945, -0.786, -0.260, -0.293, 0.821, 0.423, -0.877, -0.595, 0.586, -0.217, -0.569, 0.445, -0.642, 0.005, -0.002, -0.218, -0.751, -0.451, -0.683, -0.158, -0.456, -0.345, 0.889, -0.737, -1.079, -0.900, 0.525, -0.582, -0.568, 0.241, 0.332, 0.338, 0.422, 0.513, 0.425, 0.413, 0.210, 0.507, 0.384, 0.406, 0.386, 0.351, 0.467, 0.301, 0.402, 0.385, 0.397, 0.316, -0.550, 0.287, 0.489, 0.394]}

{"formula": "C5H5NdO", "method": "wB97M-V/def2-TZVPD", "multiplicity": 4, "total_energy_ev": -22565.56449, "e_homo_ev": [-17.142, -17.324], "mol_weight_g_mol": 225.33, "total_charge": 2, "symbols": ["C", "C", "C", "O", "Nd", "H", "H", "H", "C", "C", "H", "H"], "xyz": [[-1.6448, -0.5777, -0.8175], [-2.2160, -1.6663, -1.3597], [-1.9392, 0.5822, -1.6556], [-1.0847, 1.5022, -1.6842], [0.5321, 0.7692, -0.0201], [-2.2657, -2.4226, -0.5145], [-3.1624, -1.6736, -1.9171], [-2.9258, 0.7661, -2.1242], [2.7455, 0.7368, 1.7140], [3.7125, 0.6818, 2.5467], [4.3826, 1.5396, 2.7001], [3.8659, -0.2378, 3.1322]], "forces_ev_per_a": [[1.074, 1.691, -2.352], [-1.879, -1.296, 5.081], [0.234, 0.585, 1.113], [1.138, 0.275, 0.519], [-2.174, -0.614, -1.164], [0.711, -0.630, -1.998], [0.842, 0.243, -0.765], [0.412, -0.224, -0.186], [0.015, -0.115, 0.106], [-0.451, 0.103, -0.367], [0.001, -0.147, 0.045], [0.076, 0.128, -0.033]], "mulliken_charge": [-0.529, -0.592, 0.528, -0.620, 1.985, 0.254, 0.325, 0.425, -0.105, -0.271, 0.305, 0.295]}